The following is a quantum chemistry calculation of a cluster of 2 separate species, C2H5NP2 in total at a distorted geometry, from the Open Molecules 2025 dataset.

## Properties
ΔE to the lowest compared entry with this formula, charge and spin (kcal/mol): 77.4
Net charge: 0
Multiplicity: 1

The geometry in XYZ format:
```
10
C2H5NP2 | the Open Molecules 2025 dataset | ωB97M-V/def2-TZVPD
C -0.81274 -0.41464 -0.09848
C -0.75500 1.02266 -0.16807
N 2.23217 0.23639 0.56548
P -2.11739 -1.47427 -0.06407
P 1.62253 -1.16737 0.39816
H -1.41722 1.56350 0.30932
H 0.24559 1.41835 -0.00900
H -0.91406 1.08598 -1.26739
H 3.18083 0.28473 0.43740
H -1.26469 -2.55533 -0.10335
```

***

The following is a quantum chemistry calculation of a structure of composition C8H13Cl2N3O3ScTb at a distorted geometry, from the Open Molecules 2025 dataset.

## Properties
ΔE to the lowest compared entry with this formula, charge and spin (kcal/mol): 0.0
Net charge: +4
Multiplicity: 7

The geometry in XYZ format:
```
31
C8H13Cl2N3O3ScTb | the Open Molecules 2025 dataset | ωB97M-V/def2-TZVPD
Sc 3.68598 6.09986 -1.79749
Tb 1.22884 0.49372 0.61801
Cl 3.34707 4.00789 -2.53406
Cl 1.99076 2.48428 1.89179
C 2.45164 -1.63897 0.68436
C 4.40924 7.52231 -3.26661
C 5.80416 6.04826 -1.67899
O 2.99696 -2.65515 0.80164
O 5.16515 7.94901 -4.03914
O 6.93031 6.22993 -1.93983
C -2.23726 -2.04349 -1.92169
N -2.17121 -2.18007 -0.45742
C -2.50799 -3.51572 0.08173
C -1.38350 -1.31607 0.24357
N -0.52392 -0.51186 -0.40537
N -1.43357 -1.22883 1.59581
C -2.57629 -1.69935 2.36668
C -0.51458 -0.27732 2.27991
H -3.09716 -2.62189 -2.28884
H -1.34047 -2.41998 -2.43878
H -2.36586 -0.99043 -2.20822
H -1.82906 -3.79785 0.89917
H -3.55042 -3.55186 0.43619
H -2.39287 -4.26095 -0.71881
H -0.59338 -0.66560 -1.40788
H -2.40534 -2.70730 2.77253
H -2.73266 -0.99726 3.18579
H -3.46402 -1.69679 1.72775
H 0.53396 -0.71859 2.38737
H -0.55793 0.77353 1.83234
H -0.86660 -0.11346 3.29849
```

***

The following is a quantum chemistry calculation of a cluster of 2 separate species, C22H25Cl3FIO4 in total at a distorted geometry, from the Open Molecules 2025 dataset.

## Properties
Net charge: 0
SMILES: CC[C@H](I)C1=CC(=O)c2c(cc(CCF)c(Cl)c2CCCCOC=O)C1=O.ClCCCl
E (Eh): -2932.3936
Multiplicity: 1

The geometry in XYZ format:
```
56
C22H25Cl3FIO4 | the Open Molecules 2025 dataset | ωB97M-V/def2-TZVPD
C -5.85966 0.66826 -2.11297
C -5.29900 -0.77258 -1.94479
C -3.77287 -0.82833 -2.23469
I -3.18790 -2.67121 -3.19837
C -2.92847 -0.47907 -1.01123
C -2.94309 0.76802 -0.56417
C -2.08121 1.13124 0.61173
O -2.44241 1.92926 1.45379
C -0.76333 0.38730 0.66113
C -0.75775 -0.91306 0.21774
C 0.36039 -1.68503 0.21433
C 1.53816 -1.12519 0.64034
C 2.78082 -1.97461 0.57651
C 3.23669 -2.29738 -0.85088
F 4.22283 -1.39555 -1.24221
C 1.53225 0.17903 1.06799
Cl 3.04236 0.92004 1.57927
C 0.40256 0.97568 1.10221
C 0.46303 2.40543 1.56379
C 0.83349 3.42144 0.44470
C 0.32446 3.04067 -0.96216
C 1.48076 2.55703 -1.84097
O 1.03663 1.83781 -2.99767
C 0.60473 2.62237 -3.99232
O 0.73802 3.82393 -4.06353
C -2.06103 -1.47940 -0.28721
O -2.38762 -2.63091 -0.09163
H -6.14670 1.04337 -1.13110
H -5.11573 1.35401 -2.52213
H -6.69721 0.66807 -2.80833
H -5.45286 -1.11529 -0.92253
H -5.78040 -1.43269 -2.66326
H -3.55922 -0.05809 -2.97320
H -3.51679 1.56422 -1.02079
H 0.26699 -2.70688 -0.13170
H 3.62845 -1.49529 1.05892
H 2.64212 -2.92124 1.10614
H 3.71986 -3.27701 -0.84758
H 2.43289 -2.26851 -1.58766
H 1.21843 2.45177 2.35011
H -0.45601 2.72993 2.04056
H 1.92405 3.48590 0.40263
H 0.40016 4.38382 0.70891
H -0.04338 3.95693 -1.43646
H -0.51201 2.34260 -0.97319
H 2.05977 1.85014 -1.23857
H 2.16251 3.37233 -2.07931
H 0.10644 2.08101 -4.81041
Cl 2.19828 -4.52599 3.98886
C 3.76219 -3.75806 4.36628
C 3.59234 -2.38451 4.96467
Cl 2.95208 -1.21734 3.78065
H 4.34773 -3.72201 3.45021
H 4.27310 -4.40834 5.07473
H 4.55904 -2.00676 5.29475
H 2.92106 -2.40126 5.82007
```

***

The following is a quantum chemistry calculation of a cluster of 10 separate species, C20H60O10S7 in total at a distorted geometry, from the Open Molecules 2025 dataset.

## Properties
ΔE to the lowest compared entry with this formula, charge and spin (kcal/mol): 8.2
Net charge: 0
Multiplicity: 1

The geometry in XYZ format:
```
97
C20H60O10S7 | the Open Molecules 2025 dataset | ωB97M-V/def2-TZVPD
C -1.93905 3.81699 -3.94841
C -0.53283 4.10478 -3.45296
O -0.53378 5.31159 -2.76978
H -2.76414 3.56407 -3.31681
H -1.91004 2.94178 -4.60501
H -2.27094 4.68185 -4.48564
H -0.07501 4.03621 -4.33904
H -0.28639 3.29308 -2.70257
H -0.73803 5.06528 -1.91670
C 4.99308 -3.40412 -1.07329
C 3.98982 -3.98190 -0.07553
O 4.66197 -4.00758 1.13351
H 4.58021 -3.37718 -2.02937
H 5.92100 -4.01375 -1.09525
H 5.28537 -2.35627 -0.91866
H 3.78891 -5.05009 -0.42333
H 3.03565 -3.28034 -0.13216
H 4.01046 -4.39254 1.72550
C 0.65290 -4.05669 -2.44146
C 1.63749 -2.95579 -2.97265
O 0.79720 -1.88772 -3.39645
H 0.05478 -3.77137 -1.76000
H 1.51534 -4.73537 -2.06764
H 0.21753 -4.31280 -3.43972
H 2.13899 -3.26367 -3.83148
H 2.15910 -2.50418 -2.14998
H 1.12696 -1.05719 -3.38861
C -2.97299 -2.18189 -2.60757
S -3.77882 -2.37719 -1.08654
O -3.09388 -1.52278 -0.00686
C -5.24138 -1.51269 -1.38513
H -1.94833 -2.39368 -2.81084
H -2.85322 -1.09503 -3.01816
H -3.59166 -2.57465 -3.57307
H -5.79547 -1.44026 -0.56930
H -5.70642 -1.97715 -2.09516
H -5.20280 -0.61999 -1.79331
C -3.84889 1.87023 0.72214
S -4.72057 0.59035 1.69958
O -4.52585 0.93857 3.20413
C -6.30667 1.19359 1.26744
H -3.91819 2.82654 1.28999
H -4.29915 1.91497 -0.28147
H -2.82983 1.52060 0.51030
H -7.12873 0.74452 1.99800
H -6.71975 0.61211 0.33626
H -6.48719 2.09376 1.47434
C 1.04254 -1.05374 0.33530
S -0.10228 0.29922 0.70325
O 0.77855 1.44804 1.03730
C -0.60226 0.77876 -0.93995
H 0.58748 -1.82696 -0.24937
H 1.51461 -1.52331 1.28552
H 1.85555 -0.63296 -0.27926
H -1.35202 -0.08452 -1.23952
H 0.16370 1.12394 -1.57463
H -1.23621 1.55102 -0.87466
C -1.11489 5.92054 1.68110
S -0.65802 4.41976 0.97392
O -1.37581 4.21887 -0.38055
C 0.87026 4.95731 0.39286
H -2.11113 5.61992 2.10623
H -1.11255 6.81662 1.21150
H -0.62924 6.26888 2.54766
H 0.76572 6.00384 0.04614
H 1.17923 4.42237 -0.35593
H 1.60956 4.93365 1.06334
C -1.26132 0.67149 4.07797
S -1.15861 -1.04032 4.49085
O -0.42909 -1.63573 3.32173
C 0.04557 -0.94866 5.84579
H -1.52255 1.26492 5.03045
H -2.11622 1.09539 3.54609
H -0.61257 1.18766 3.68882
H 0.07951 -1.91064 6.41847
H -0.47429 -0.42824 6.50203
H 0.93456 -0.55585 5.54264
C 2.81942 -2.93265 3.79672
S 1.67833 -4.13862 3.45558
O 2.42722 -5.13801 2.61298
C 1.64713 -4.67059 5.20643
H 3.08994 -2.64103 2.73689
H 3.65547 -3.30851 4.13598
H 2.29003 -2.16086 4.38262
H 1.14464 -5.52259 5.19856
H 1.10881 -4.01829 5.72524
H 2.64232 -4.60049 5.42894
C 3.04543 2.30947 -2.11982
S 3.77266 0.80095 -2.71162
O 2.40040 0.07465 -3.01151
C 4.33819 1.41983 -4.28955
H 2.26001 2.16923 -1.21176
H 2.57244 2.73976 -3.06743
H 3.86461 3.02024 -1.80055
H 4.92311 0.50079 -4.70968
H 4.91172 2.30125 -4.17067
H 3.30362 1.41713 -4.94367
```

***

The following is a quantum chemistry calculation of a structure of composition C4H4FeO2 at a distorted geometry, from the Open Molecules 2025 dataset.

## Properties
ΔE to the lowest compared entry with this formula, charge and spin (kcal/mol): 0.0
Net charge: +1
Multiplicity: 6

The geometry in XYZ format:
```
11
C4H4FeO2 | the Open Molecules 2025 dataset | ωB97M-V/def2-TZVPD
H -0.98558 -1.21343 -0.68251
O 0.78849 -2.89606 -1.14163
C 1.02301 -1.70673 -1.23294
C 0.03203 -0.74046 -0.70403
C 0.36426 0.28019 0.10232
C -0.69448 1.04861 0.74779
O -0.46274 1.94482 1.55509
Fe -1.49016 3.24739 2.50319
H 1.75902 -1.30241 -1.95849
H 1.39906 0.50072 0.37750
H -1.73291 0.83736 0.43371
```

***

The following is a quantum chemistry calculation of a structure of composition C19H24F6I2MgNO7 at a distorted geometry, from the Open Molecules 2025 dataset.

## Properties
ΔE to the lowest compared entry with this formula, charge and spin (kcal/mol): 22.9
Net charge: -1
Multiplicity: 1

The geometry in XYZ format:
```
60
C19H24F6I2MgNO7 | the Open Molecules 2025 dataset | ωB97M-V/def2-TZVPD
Mg -0.57881 0.07936 -0.86930
O 2.91709 -0.76754 0.12740
C 2.04899 -0.01204 0.54810
O 1.04529 0.38516 -0.11060
C 2.15269 0.48776 1.98300
C 1.08219 1.09616 2.62240
C 1.15549 1.50676 3.95080
C 2.35689 1.30896 4.59070
O 2.72219 1.64176 5.87720
C 4.07529 1.27016 6.00610
O 4.51709 0.66126 4.81780
C 3.44479 0.71626 3.94900
C 3.36479 0.28536 2.65210
H 0.16919 1.26586 2.07530
H 0.32359 1.98246 4.44530
H 4.18549 0.56026 6.84310
H 4.69669 2.15946 6.21370
H 4.19129 -0.18054 2.14190
C 0.28019 -2.57994 0.83460
N -0.71461 -2.22224 1.81830
C -0.85011 -3.13584 2.92250
C -1.44911 -1.12764 1.72820
O -1.40871 -0.27304 0.86050
H 0.17119 -3.63194 0.56330
H 1.28879 -2.40954 1.21840
H 0.15189 -1.97974 -0.05870
H -1.16911 -4.11454 2.55370
H -1.58411 -2.75514 3.63230
H 0.11269 -3.25874 3.42500
H -2.16701 -1.00654 2.55960
C -2.40381 -1.30714 -3.71780
C -2.24491 -1.69674 -2.23590
O -1.05531 -1.44454 -1.72300
C -2.54731 -3.21074 -2.10010
F -3.79561 -3.55624 -2.48150
F -1.72641 -3.95294 -2.85640
F -2.40011 -3.66014 -0.84360
C -3.36071 -0.96004 -1.45670
F -3.50791 -1.39504 -0.19900
F -3.10751 0.35006 -1.39160
F -4.58371 -1.05824 -2.01860
H -1.68731 -1.87084 -4.30920
H -2.17671 -0.24704 -3.79590
H -3.41041 -1.49804 -4.08380
C 0.42809 1.06846 -4.13720
C 0.11239 2.15596 -3.09720
C 1.44349 2.73836 -2.59460
C -0.73771 3.25956 -3.76640
O -0.60911 1.55966 -2.06610
H 1.12399 1.42346 -4.89590
H -0.48421 0.75296 -4.64110
H 0.86909 0.21196 -3.62720
H 2.04929 3.09236 -3.42830
H 1.99199 1.96506 -2.05830
H 1.26739 3.57526 -1.92190
H -0.26671 3.60186 -4.68640
H -0.85411 4.11616 -3.10480
H -1.73331 2.87676 -4.00630
I -1.09821 2.73976 -0.43520
I -2.02671 4.41786 1.75860
```

***

> The highest net charge belongs to which entry?

C8H13Cl2N3O3ScTb

***

> Which value of multiplicity does entry 4 give?

1

***

> What is the formula in the second record?

C8H13Cl2N3O3ScTb